No. 1
This record from the OMol25 dataset describes the molecule C7H7FO in a non-equilibrium geometry. The level of theory is ωB97M-V/def2-TZVPD.

structure (SMILES): C[C@@]12C=CC=C[C@]1(F)O2
HOMO-LUMO gap: 0.3550 hartree
energy: -445.913817 Eh
relative energy (zero: lowest compared OMol25 entry of this formula, charge and spin): 116.85 kJ/mol
HOMO energy: -9.388 eV
charge: 0

The geometry in XYZ format:
```
16
Properties=species:S:1:pos:R:3:mulliken_charge:R:1
C -1.9577 -0.0858 -0.0206 -0.298
C -1.5094 -0.8690 1.1374 -0.414
C -1.1142 0.5960 -0.8359 -0.652
C -0.2518 -0.9994 1.5372 -0.583
C 0.6020 0.5873 -0.3432 0.612
C 0.7746 -0.1502 0.9467 0.870
C 1.5691 0.6292 -1.4651 -1.110
O 0.8563 1.2383 0.8909 -0.497
F 2.0617 -0.6817 1.1562 -0.325
H -3.0337 -0.1617 -0.0645 0.348
H -2.1355 -1.6104 1.4363 0.431
H -1.1614 1.2311 -1.7196 0.392
H -0.1331 -1.5917 2.4283 0.339
H 1.0103 0.1357 -2.3608 0.318
H 2.4950 -0.0074 -1.2115 0.307
H 1.9278 1.7399 -1.5119 0.262
```

***

No. 2
This record from the OMol25 dataset describes the molecule C7H7N in a non-equilibrium geometry. The level of theory is ωB97M-V/def2-TZVPD.

HOMO-LUMO gap: 0.2647 hartree
energy: -325.392431 Eh
relative energy (zero: lowest compared OMol25 entry of this formula, charge and spin): 699.07 kJ/mol
HOMO energy: -8.027 eV
charge: 0

The geometry in XYZ format:
```
15
Properties=species:S:1:pos:R:3:mulliken_charge:R:1
C 1.0846 0.7803 -0.0248 0.270
C 2.1204 0.1290 -0.0409 0.267
C 0.3244 1.9200 -0.1077 -0.595
C -2.4004 0.4777 0.2302 -0.751
C -2.0840 -0.7150 0.1749 0.575
C -1.1666 1.8221 -0.1820 -0.349
C 2.9032 -1.0710 0.0402 -0.966
N -1.8786 -1.9000 -0.0565 -0.518
H -3.4338 0.7068 0.4080 0.350
H -1.6504 2.7679 0.1657 0.362
H -1.3142 1.8408 -1.4387 0.252
H 3.5917 -1.0673 0.9808 0.269
H 2.1920 -1.8985 0.1417 0.286
H 3.4100 -1.1980 -0.9390 0.282
H -1.6982 -2.5947 0.6481 0.267
```

***

No. 3
This record from the OMol25 dataset describes the molecule C7H7N in a non-equilibrium geometry. The level of theory is ωB97M-V/def2-TZVPD.

structure (SMILES): C1=CC[C@]2(C=C1)C=N2
HOMO-LUMO gap: 0.3198 hartree
energy: -325.544885 Eh
relative energy (zero: lowest compared OMol25 entry of this formula, charge and spin): 298.80 kJ/mol
HOMO energy: -7.981 eV
charge: 0

The geometry in XYZ format:
```
15
Properties=species:S:1:pos:R:3:mulliken_charge:R:1
C -1.8239 0.2357 0.2772 -0.494
C -0.9994 1.4414 0.0763 -0.637
C -1.2877 -0.9811 0.2064 -0.604
C 0.3349 1.3493 0.0871 -0.451
C 2.2465 0.0208 -0.5141 -0.692
C 0.1704 -1.2438 0.1597 -0.705
C 1.0076 0.0075 0.2728 1.578
N 2.4010 0.0417 0.7370 -0.706
H -2.8392 0.2991 0.2942 0.442
H -1.5934 2.2472 -0.1902 0.405
H -1.8719 -1.7957 0.1173 0.455
H 0.8491 2.2673 -0.1653 0.308
H 2.7134 -0.1571 -1.4944 0.303
H 0.4290 -1.9003 0.8815 0.433
H 0.2636 -1.8319 -0.7454 0.366
```

***

No. 4
This record from the OMol25 dataset describes the ion C7H7N2O with charge +1 in a non-equilibrium geometry. The level of theory is ωB97M-V/def2-TZVPD.

structure (SMILES): CO[n+]1ccccc1C#N
HOMO-LUMO gap (alpha / beta): 0.3403 / 0.3403 hartree
energy: -455.294651 Eh
relative energy (zero: lowest compared OMol25 entry of this formula, charge and spin): 335.31 kJ/mol
HOMO energy (alpha / beta): -14.870 / -14.871 eV
charge: +1

The geometry in XYZ format:
```
17
Properties=species:S:1:pos:R:3:mulliken_charge:R:1
C 1.6341 -1.1184 -0.1082 -0.282
C -2.0202 -1.3418 -0.1148 -0.176
C -2.3523 0.0034 0.0338 -0.692
C -0.7000 -1.6802 0.0161 -0.673
C -1.3735 0.9365 0.2025 -0.051
C 0.2816 -0.7235 0.1037 1.062
C 2.1700 1.4642 -0.0143 -0.644
N 2.6720 -1.5492 -0.3747 -0.312
N -0.1081 0.6381 0.0717 0.259
O 0.7601 1.6281 0.2120 -0.268
H -2.7250 -2.0537 -0.4897 0.437
H -3.3825 0.1580 0.2219 0.416
H -0.3331 -2.6036 -0.2282 0.496
H -1.5587 1.9306 0.5260 0.475
H 2.4824 2.4652 0.3699 0.255
H 2.1079 1.2045 -1.0666 0.385
H 2.4453 0.6418 0.6389 0.315
```

***

No. 5
This record from the OMol25 dataset describes a structure of composition C7H7N2O6Tl in a non-equilibrium geometry. The level of theory is ωB97M-V/def2-TZVPD.

HOMO-LUMO gap (alpha / beta): 0.1895 / 0.1896 hartree
energy: -1003.657465 Eh
HOMO energy (alpha / beta): -16.263 / -16.263 eV
charge: +2

The geometry in XYZ format:
```
23
Properties=species:S:1:pos:R:3:mulliken_charge:R:1
O 1.3472 1.7170 -4.3666 -0.033
C 1.2983 1.3883 -3.2802 0.054
Tl 1.1949 0.8983 -0.7065 0.976
O -2.2366 2.3143 -2.0923 -0.103
C -1.3881 1.6568 -1.7257 0.129
C -1.4286 -0.2912 0.7054 0.130
O -2.4552 -0.3887 1.1632 -0.127
C 1.6154 -1.8565 0.1676 0.241
O 1.6294 -2.4296 1.1656 0.019
C -0.9806 -1.7609 -1.4812 0.167
O -1.7558 -2.5496 -1.7265 -0.117
H 2.3386 -1.6366 -0.6661 0.497
C 0.7801 0.6497 3.9566 -0.675
N 1.1606 2.0098 3.6223 -0.221
C 1.1945 2.4995 2.3611 0.630
N 1.7158 3.7266 2.1988 -0.377
O 0.7603 1.8170 1.3871 -0.572
H 1.4309 -0.0657 3.4369 0.182
H -0.2667 0.4700 3.6965 0.215
H 0.8921 0.5186 5.0382 0.353
H 1.6652 2.5287 4.3121 0.222
H 1.6828 4.0931 1.2610 0.215
H 1.9638 4.2603 3.0192 0.197
```

***

No. 6
This record from the OMol25 dataset describes the molecule C7H7N3O2 in a non-equilibrium geometry. The level of theory is ωB97M-V/def2-TZVPD.

structure (SMILES): N#CC1=CC=C[C@H]([N+](=O)[O-])[C@@H]1N
HOMO-LUMO gap: 0.3145 hartree
energy: -585.533292 Eh
relative energy (zero: lowest compared OMol25 entry of this formula, charge and spin): 516.74 kJ/mol
HOMO energy: -9.290 eV
charge: 0

The geometry in XYZ format:
```
19
Properties=species:S:1:pos:R:3:mulliken_charge:R:1
C -2.2843 0.2826 -0.5163 -0.124
C 1.4605 0.1521 1.2581 -0.928
C 0.4394 0.5886 2.0031 -0.283
C 1.1958 -0.2218 -0.1670 -0.073
C -0.8511 0.7593 1.3726 -0.177
C -0.1493 -0.9960 -0.2247 -0.472
C -1.0968 0.1112 0.2206 0.417
N -3.2242 0.4331 -1.1564 -0.514
N -0.5140 -1.5942 -1.4672 -0.588
N 0.7989 0.9460 -0.9949 1.053
O 0.6113 0.7093 -2.1661 -0.617
O 0.7248 2.0401 -0.4916 -0.557
H 2.4679 0.0962 1.6346 0.429
H 0.5668 0.8855 3.0315 0.468
H 2.0229 -0.7327 -0.6600 0.537
H -1.5455 1.4763 1.7751 0.471
H -0.1294 -1.7869 0.5391 0.395
H -0.6877 -0.9087 -2.1992 0.284
H 0.1940 -2.2400 -1.7914 0.280
```

***

Repeat the fourth record exactly.
This record from the OMol25 dataset describes the ion C7H7N2O with charge +1 in a non-equilibrium geometry. The level of theory is ωB97M-V/def2-TZVPD.

structure (SMILES): CO[n+]1ccccc1C#N
HOMO-LUMO gap (alpha / beta): 0.3403 / 0.3403 hartree
energy: -455.294651 Eh
relative energy (zero: lowest compared OMol25 entry of this formula, charge and spin): 335.31 kJ/mol
HOMO energy (alpha / beta): -14.870 / -14.871 eV
charge: +1

The geometry in XYZ format:
```
17
Properties=species:S:1:pos:R:3:mulliken_charge:R:1
C 1.6341 -1.1184 -0.1082 -0.282
C -2.0202 -1.3418 -0.1148 -0.176
C -2.3523 0.0034 0.0338 -0.692
C -0.7000 -1.6802 0.0161 -0.673
C -1.3735 0.9365 0.2025 -0.051
C 0.2816 -0.7235 0.1037 1.062
C 2.1700 1.4642 -0.0143 -0.644
N 2.6720 -1.5492 -0.3747 -0.312
N -0.1081 0.6381 0.0717 0.259
O 0.7601 1.6281 0.2120 -0.268
H -2.7250 -2.0537 -0.4897 0.437
H -3.3825 0.1580 0.2219 0.416
H -0.3331 -2.6036 -0.2282 0.496
H -1.5587 1.9306 0.5260 0.475
H 2.4824 2.4652 0.3699 0.255
H 2.1079 1.2045 -1.0666 0.385
H 2.4453 0.6418 0.6389 0.315
```